No. 1
83
Properties=species:S:1:pos:R:3 method="wB97M-V/def2-TZVPD" smiles="C=Cc1c(S)c(C)c2c(c1Cl)N(COc1ccccc1)c1c(cc(OCCC)c(C(F)(F)c3cccc(C(F)(F)F)c3)c1N(C(C)=O)C(C)=O)S2" homo_lumo_gap_ev=7.01 e_homo_ha=-0.28007
C -4.423 -1.725 3.209
C -4.753 -0.433 2.804
C -4.032 0.119 1.610
C -4.670 0.469 0.424
S -6.444 0.241 0.368
C -3.987 0.985 -0.664
C -4.677 1.359 -1.960
C -2.621 1.149 -0.508
C -1.932 0.821 0.652
C -2.659 0.300 1.719
Cl -1.767 -0.053 3.185
N -0.525 1.005 0.826
C -0.175 2.353 1.306
O -0.861 3.421 0.670
C -1.846 3.996 1.446
C -1.655 4.488 2.721
C -2.686 5.063 3.422
C -3.944 5.205 2.870
C -4.124 4.725 1.584
C -3.104 4.125 0.889
C 0.244 0.569 -0.303
C -0.128 0.867 -1.608
C 0.591 0.479 -2.700
C 1.739 -0.274 -2.495
O 2.422 -0.687 -3.607
C 2.945 0.391 -4.409
C 4.449 0.150 -4.636
C 5.256 1.020 -3.593
C 2.162 -0.627 -1.232
C 3.425 -1.452 -0.973
F 4.245 -0.848 -0.071
F 4.187 -1.651 -2.087
C 3.041 -2.860 -0.485
C 3.789 -3.543 0.455
C 3.399 -4.810 0.820
C 2.303 -5.437 0.277
C 1.568 -4.750 -0.673
C 0.324 -5.335 -1.315
F 0.321 -6.670 -1.309
F -0.762 -4.948 -0.578
F 0.110 -4.847 -2.542
C 1.939 -3.473 -1.039
C 1.387 -0.204 -0.129
N 1.871 -0.580 1.189
C 1.093 -1.592 1.869
C -0.161 -2.242 1.301
O 1.505 -1.978 2.947
C 2.189 0.553 2.030
C 3.389 1.380 1.568
O 1.613 0.845 3.051
S -1.627 1.801 -1.853
H -4.784 -2.623 2.697
H -3.733 -1.867 4.049
H -5.489 0.206 3.304
H -6.555 -1.081 0.635
H -4.967 2.418 -1.907
H -5.576 0.766 -2.137
H -3.940 1.245 -2.763
H 0.890 2.497 1.094
H -0.274 2.350 2.397
H -0.680 4.419 3.202
H -2.559 5.433 4.437
H -4.740 5.686 3.429
H -5.111 4.840 1.137
H -3.331 3.785 -0.118
H 0.308 0.728 -3.718
H 2.415 0.399 -5.375
H 2.765 1.366 -3.940
H 4.756 0.430 -5.649
H 4.726 -0.889 -4.443
H 5.655 1.895 -4.112
H 4.582 1.321 -2.783
H 6.033 0.396 -3.142
H 4.682 -3.104 0.891
H 3.978 -5.364 1.556
H 1.976 -6.436 0.551
H 1.323 -2.980 -1.787
H 0.091 -3.209 0.866
H -0.748 -1.624 0.618
H -0.801 -2.451 2.162
H 3.373 1.583 0.491
H 4.265 0.735 1.734
H 3.525 2.269 2.183



No. 2
84
Properties=species:S:1:pos:R:3 method="wB97M-V/def2-TZVPD" e_above_lowest_ev=0.519 homo_lumo_gap_ev=5.12 total_charge=-2 e_homo_ha=-0.04558
Na -0.001 0.200 0.427
C 2.756 -3.683 0.804
C 2.451 -2.243 0.486
N 1.758 -1.474 1.247
N 1.357 -1.960 2.454
C 0.369 -1.211 2.952
O -0.185 -0.227 2.427
C -0.140 -1.699 4.283
C 0.544 -2.656 5.028
C 0.034 -3.099 6.238
C -1.172 -2.600 6.712
C -1.859 -1.649 5.972
C -1.341 -1.198 4.767
C 2.961 -1.620 -0.760
C 3.399 -2.389 -1.842
C 3.789 -1.758 -3.008
C 3.771 -0.374 -3.063
C 3.368 0.305 -1.921
N 2.973 -0.287 -0.807
H 2.073 -4.015 1.580
H 3.778 -3.798 1.178
H 2.649 -4.327 -0.068
H 1.470 -3.048 4.632
H 0.574 -3.844 6.810
H -1.579 -2.958 7.651
H -2.806 -1.263 6.328
H -1.858 -0.457 4.176
H 3.391 -3.467 -1.792
H 4.089 -2.342 -3.870
H 4.050 0.166 -3.956
H 3.353 1.387 -1.907
O 1.261 3.613 -4.433
C 1.031 2.465 -5.029
O 1.233 2.299 -6.215
C 0.523 1.360 -4.166
C 0.236 0.076 -4.586
Cl 0.437 -0.646 -6.120
N -0.185 -0.633 -3.518
N -0.139 0.109 -2.405
C 0.249 1.311 -2.771
C 0.324 2.382 -1.701
O 0.675 3.526 -2.082
O 0.024 2.034 -0.553
C -0.711 -1.953 -3.454
C -0.443 -2.723 -2.337
C -0.980 -3.996 -2.250
C -1.774 -4.493 -3.274
C -2.057 -3.697 -4.374
C -1.543 -2.415 -4.460
H 1.049 3.575 -3.417
H 0.135 -2.306 -1.527
H -0.808 -4.580 -1.357
H -2.206 -5.482 -3.192
H -2.723 -4.052 -5.149
H -1.821 -1.770 -5.281
C -2.716 -4.189 3.031
C -1.463 -3.888 2.510
C -1.328 -3.036 1.430
C -2.438 -2.418 0.821
C -3.699 -2.716 1.384
C -3.829 -3.584 2.453
N -2.230 -1.477 -0.148
C -3.094 -1.343 -1.178
C -3.940 -2.371 -1.676
C -4.697 -2.202 -2.819
C -4.683 -1.007 -3.533
C -3.888 0.029 -3.046
C -3.127 -0.126 -1.906
H -2.820 -4.844 3.888
H -0.571 -4.305 2.966
H -0.342 -2.778 1.065
H -4.574 -2.226 0.976
H -4.817 -3.772 2.862
H -3.951 -3.326 -1.166
H -5.302 -3.032 -3.174
H -5.279 -0.883 -4.429
H -3.862 0.980 -3.568
H -2.507 0.688 -1.553
N -3.194 1.012 1.700
N -2.549 2.299 1.676
H -2.987 0.480 0.845
H -2.738 0.489 2.441
H -3.098 2.900 1.065
H -1.623 2.222 1.251